(1)
Density functional theory data (the ωB97M-V functional and the def2-TZVPD basis) for 6 unconnected molecules or ions with the total composition C32H58FINO7.

Atoms and positions in Å:
C (-2.983, 0.404, 3.137)
C (-3.173, 0.356, 1.620)
C (-2.244, 1.265, 0.840)
O (-0.983, 0.613, 0.617)
C (0.124, 1.212, 1.230)
C (1.282, 0.286, 0.946)
C (1.036, -1.038, 1.325)
C (1.976, -2.014, 1.119)
C (1.834, -3.458, 1.503)
C (0.388, -3.943, 1.591)
C (0.315, -5.473, 1.632)
O (-0.266, -3.392, 2.730)
N (3.126, -1.630, 0.527)
C (3.428, -0.376, 0.139)
C (4.791, -0.208, -0.456)
C (5.722, 0.538, 0.500)
F (6.668, 1.239, -0.223)
C (2.498, 0.645, 0.343)
C (2.776, 2.074, -0.061)
C (3.274, 2.378, -1.478)
C (3.079, 3.856, -1.782)
I (2.234, 1.194, -2.917)
H (-3.338, -0.512, 3.607)
H (-1.930, 0.515, 3.411)
H (-3.520, 1.245, 3.575)
H (-2.998, -0.662, 1.266)
H (-4.207, 0.602, 1.378)
H (-2.676, 1.503, -0.130)
H (-2.083, 2.210, 1.369)
H (0.272, 2.236, 0.886)
H (0.005, 1.256, 2.322)
H (0.078, -1.287, 1.757)
H (2.305, -3.608, 2.483)
H (2.390, -4.075, 0.795)
H (-0.134, -3.587, 0.698)
H (-0.373, -5.777, 2.418)
H (1.288, -5.921, 1.839)
H (-0.051, -5.883, 0.693)
H (0.358, -2.953, 3.315)
H (3.841, -2.333, 0.387)
H (5.220, -1.192, -0.656)
H (4.731, 0.287, -1.423)
H (6.213, -0.187, 1.139)
H (5.172, 1.226, 1.143)
H (3.495, 2.508, 0.642)
H (1.862, 2.647, 0.065)
H (4.337, 2.171, -1.567)
H (3.502, 4.117, -2.749)
H (3.616, 4.437, -1.027)
H (2.028, 4.139, -1.749)
C (-4.825, -5.526, 1.199)
C (-3.740, -5.518, 2.248)
O (-3.091, -6.507, 2.501)
C (-3.490, -4.210, 2.958)
H (-4.905, -6.516, 0.758)
H (-5.780, -5.246, 1.647)
H (-4.599, -4.793, 0.422)
H (-4.397, -3.861, 3.456)
H (-3.190, -3.450, 2.234)
H (-2.696, -4.340, 3.688)
C (-4.440, 5.067, -2.595)
C (-3.709, 3.756, -2.452)
O (-4.067, 2.910, -1.663)
C (-2.509, 3.550, -3.344)
H (-5.280, 5.101, -1.906)
H (-3.762, 5.897, -2.387)
H (-4.800, 5.184, -3.618)
H (-1.769, 4.332, -3.164)
H (-2.807, 3.615, -4.392)
H (-2.069, 2.574, -3.151)
C (7.090, -1.927, 4.589)
C (5.988, -2.327, 3.648)
O (5.557, -1.557, 2.813)
C (5.449, -3.725, 3.794)
H (7.398, -0.903, 4.391)
H (6.749, -2.014, 5.621)
H (7.944, -2.596, 4.467)
H (5.052, -3.869, 4.800)
H (6.251, -4.451, 3.650)
H (4.663, -3.906, 3.063)
C (-8.404, 1.491, 1.051)
C (-7.312, 0.605, 0.507)
O (-6.772, -0.234, 1.192)
C (-6.918, 0.822, -0.934)
H (-8.596, 1.244, 2.092)
H (-8.109, 2.539, 0.970)
H (-9.318, 1.359, 0.469)
H (-6.563, 1.845, -1.076)
H (-7.781, 0.672, -1.584)
H (-6.128, 0.127, -1.209)
C (2.139, 2.988, -6.357)
C (2.203, 4.232, -7.214)
O (1.561, 5.216, -6.935)
C (3.106, 4.180, -8.421)
H (1.456, 3.158, -5.528)
H (1.793, 2.137, -6.948)
H (3.130, 2.745, -5.969)
H (2.793, 3.375, -9.089)
H (4.133, 3.975, -8.113)
H (3.067, 5.128, -8.950)

Properties
Net charge: +1
Gap between HOMO and LUMO in eV: 7.71
E in Ha: -2232.8821

Mulliken population analysis, charges in e, atoms 1 to 5: -1.18 0.03 -0.48 -0.38 -0.77


(2)
Density functional theory data (the ωB97M-V functional and the def2-TZVPD basis) for a molecular structure, C32H58Ge3N4O2S3Si3Y.

Atoms and positions in Å:
Y (1.350, 0.006, -0.232)
S (-1.232, -3.317, -2.042)
C (-0.332, -2.496, -0.964)
S (-1.159, -1.213, 0.055)
S (1.354, -2.661, -0.683)
C (1.640, -1.595, -4.459)
C (2.974, -1.090, -3.919)
Ge (2.819, 0.553, -2.830)
C (4.667, 1.052, -2.295)
C (4.781, 2.364, -1.526)
C (2.083, 1.967, -3.964)
C (0.771, 2.220, -3.880)
Ge (-0.185, 1.094, -2.565)
C (-1.597, 0.051, -3.484)
C (-2.304, 0.786, -4.624)
C (-1.096, 2.254, -1.171)
C (-2.599, 2.436, -1.382)
C (0.091, 3.198, -4.765)
C (0.331, 3.201, -6.139)
C (-0.311, 4.106, -6.971)
C (-1.202, 5.029, -6.444)
C (-1.445, 5.041, -5.077)
C (-0.809, 4.130, -4.249)
H (1.770, -2.448, -5.129)
H (1.115, -0.814, -5.015)
H (0.988, -1.920, -3.645)
H (3.661, -0.854, -4.739)
H (3.458, -1.858, -3.312)
H (5.233, 1.103, -3.232)
H (5.086, 0.223, -1.720)
H (4.306, 3.185, -2.068)
H (5.824, 2.640, -1.353)
H (4.289, 2.297, -0.555)
H (2.693, 2.531, -4.675)
H (-2.311, -0.276, -2.724)
H (-1.132, -0.861, -3.861)
H (-2.768, 1.716, -4.293)
H (-3.088, 0.163, -5.063)
H (-1.607, 1.047, -5.422)
H (-0.569, 3.211, -1.151)
H (-0.949, 1.801, -0.181)
H (-2.816, 2.931, -2.329)
H (-3.053, 3.034, -0.586)
H (-3.111, 1.472, -1.400)
H (1.014, 2.469, -6.553)
H (-0.119, 4.085, -8.037)
H (-1.706, 5.733, -7.094)
H (-2.135, 5.761, -4.655)
H (-1.004, 4.145, -3.183)
N (3.451, -0.273, 0.852)
C (3.986, -0.033, 1.853)
C (4.515, 0.298, 3.096)
C (3.884, 1.385, 3.713)
N (3.361, 2.309, 4.175)
C (5.502, -0.481, 3.746)
N (6.303, -1.110, 4.283)
N (0.794, 3.133, 3.550)
C (1.128, 3.541, 2.156)
C (1.286, 2.286, 1.310)
O (0.799, 1.214, 1.782)
O (1.830, 2.370, 0.200)
H (0.338, 3.872, 4.078)
H (1.707, 2.855, 4.058)
H (0.191, 2.302, 3.507)
H (2.043, 4.126, 2.158)
H (0.310, 4.131, 1.744)
C (-4.187, -0.243, 1.752)
Si (-2.863, -0.565, 3.034)
C (-2.046, 1.096, 3.406)
C (-3.637, -1.235, 4.605)
Ge (-1.263, -2.143, 2.187)
Si (0.707, -2.401, 3.556)
C (2.163, -3.209, 2.716)
C (0.076, -3.561, 4.892)
C (1.227, -0.802, 4.388)
Si (-2.320, -4.270, 1.783)
C (-1.043, -5.477, 1.142)
C (-3.743, -4.011, 0.599)
C (-3.010, -4.940, 3.397)
H (-4.971, 0.388, 2.182)
H (-4.649, -1.168, 1.404)
H (-3.780, 0.269, 0.877)
H (-2.786, 1.808, 3.780)
H (-1.621, 1.478, 2.475)
H (-1.254, 0.984, 4.152)
H (-4.269, -0.476, 5.073)
H (-2.890, -1.548, 5.338)
H (-4.268, -2.098, 4.382)
H (1.859, -4.093, 2.154)
H (2.881, -3.515, 3.483)
H (2.669, -2.539, 2.022)
H (-0.047, -4.575, 4.508)
H (-0.877, -3.243, 5.321)
H (0.809, -3.601, 5.703)
H (1.463, -0.025, 3.663)
H (2.117, -0.983, 4.998)
H (0.438, -0.440, 5.054)
H (-0.556, -5.123, 0.232)
H (-1.518, -6.437, 0.920)
H (-0.271, -5.656, 1.894)
H (-3.433, -3.476, -0.299)
H (-4.547, -3.452, 1.084)
H (-4.152, -4.978, 0.293)
H (-2.231, -5.148, 4.131)
H (-3.528, -5.881, 3.189)
H (-3.732, -4.261, 3.854)

Properties
Net charge: 0
Gap between HOMO and LUMO (alpha / beta) in eV: 5.75 / 6.73
Spin multiplicity: 2
E in Ha: -9955.9354
Relative energy (zero: lowest compared OMol25 entry of this formula, charge and spin) in kcal per mole: 0.1

Mulliken population analysis, charges in e, atoms 1 to 5: -1.52 -0.13 0.37 -0.45 -0.53


(3)
Density functional theory data (the ωB97M-V functional and the def2-TZVPD basis) for a molecular structure, C32H58MgN3O2P2 at a distorted geometry.

Atoms and positions in Å:
C (-2.989, -0.351, -0.309)
C (-1.882, 0.902, -1.982)
C (-4.208, -0.254, -0.992)
C (-3.150, 1.250, -2.532)
C (-4.299, 0.617, -2.082)
H (-5.059, -0.855, -0.656)
H (-3.199, 2.013, -3.307)
H (-5.268, 0.796, -2.558)
N (-1.856, 0.193, -0.792)
P (-1.528, -0.665, 2.075)
P (0.888, 0.408, -2.568)
C (-2.934, -1.141, 1.013)
H (-3.883, -0.979, 1.553)
H (-2.872, -2.217, 0.772)
C (-0.645, 1.280, -2.608)
H (-0.657, 2.219, -3.165)
C (2.338, 1.763, -2.570)
C (0.556, -0.341, -4.350)
C (-2.299, 0.732, 3.107)
C (-1.246, -2.262, 3.041)
C (2.860, 1.987, -1.139)
H (3.160, 1.061, -0.641)
H (3.738, 2.656, -1.182)
H (2.116, 2.480, -0.502)
C (3.508, 1.298, -3.453)
H (3.911, 0.334, -3.113)
H (3.242, 1.212, -4.514)
H (4.327, 2.036, -3.385)
C (1.798, 3.119, -3.012)
H (2.634, 3.841, -3.060)
H (1.302, 3.128, -3.988)
H (1.091, 3.471, -2.253)
C (1.666, -1.374, -4.626)
H (1.482, -2.315, -4.083)
H (1.671, -1.603, -5.703)
H (2.669, -1.017, -4.348)
C (-0.830, -1.027, -4.326)
H (-0.959, -1.671, -3.446)
H (-1.638, -0.282, -4.337)
H (-0.935, -1.643, -5.229)
C (0.515, 0.837, -5.340)
H (-0.482, 1.304, -5.323)
H (1.260, 1.618, -5.132)
H (0.690, 0.462, -6.360)
C (-0.406, -1.949, 4.289)
H (-0.127, -2.902, 4.766)
H (0.519, -1.412, 4.034)
H (-0.963, -1.361, 5.032)
C (-0.449, -3.181, 2.095)
H (-1.023, -3.450, 1.198)
H (0.490, -2.712, 1.775)
H (-0.210, -4.114, 2.628)
C (-2.539, -2.980, 3.449)
H (-3.098, -3.357, 2.583)
H (-2.260, -3.850, 4.064)
H (-3.204, -2.354, 4.054)
C (-3.076, 1.674, 2.166)
H (-3.962, 1.195, 1.729)
H (-3.425, 2.545, 2.742)
H (-2.437, 2.039, 1.350)
C (-1.137, 1.521, 3.749)
H (-0.437, 1.910, 2.994)
H (-1.552, 2.377, 4.303)
H (-0.569, 0.903, 4.458)
C (-3.248, 0.205, 4.196)
H (-4.073, -0.394, 3.785)
H (-2.722, -0.374, 4.969)
H (-3.696, 1.081, 4.695)
Mg (0.071, 0.322, 0.248)
C (0.406, -1.977, -1.355)
O (0.387, -3.116, -1.487)
N (-0.081, 2.423, 0.389)
C (-0.350, 3.555, 0.224)
C (-1.038, 4.794, -0.314)
C (-1.207, 4.737, -1.831)
C (-2.447, 4.768, 0.264)
C (-0.176, 5.990, 0.074)
H (-0.249, 4.704, -2.351)
H (-1.784, 3.846, -2.115)
H (-1.745, 5.625, -2.197)
H (-2.440, 4.650, 1.352)
H (-3.009, 5.672, 0.010)
H (-2.985, 3.915, -0.178)
H (-0.631, 6.934, -0.248)
H (-0.052, 6.016, 1.162)
H (0.813, 5.881, -0.400)
C (3.436, -2.849, 0.866)
N (3.665, -1.651, 1.688)
C (4.961, -1.495, 2.369)
C (2.811, -0.627, 1.667)
O (1.784, -0.580, 0.911)
H (4.317, -3.491, 0.945)
H (3.273, -2.568, -0.180)
H (2.568, -3.411, 1.231)
H (5.567, -0.705, 1.889)
H (4.803, -1.210, 3.422)
H (5.519, -2.441, 2.323)
H (3.053, 0.200, 2.357)

Properties
Net charge: +1
Gap between HOMO and LUMO in eV: 6.20
E in Ha: -2451.5118

Mulliken population analysis, charges in e, atoms 1 to 5: -0.07 -0.36 -0.84 -0.73 -1.10


(4)
Density functional theory data (the ωB97M-V functional and the def2-TZVPD basis) for 4 unconnected molecules or ions with the total composition C32H59BF3N2O22P3S at a distorted geometry.

Atoms and positions in Å:
C (2.620, 5.235, 4.282)
C (2.169, 4.862, 2.980)
C (1.452, 4.223, 1.610)
C (1.849, 2.646, 1.585)
C (0.726, 1.615, 0.983)
C (-0.759, 1.731, 1.749)
C (-0.477, 1.102, 3.274)
O (-1.543, 0.948, 4.076)
C (0.576, 1.630, -0.661)
C (0.115, 0.132, -1.249)
B (1.266, -1.020, -1.198)
O (1.908, -1.485, -2.469)
O (1.703, -1.694, 0.041)
C (-0.798, 2.555, -0.924)
O (-1.914, 1.984, -1.462)
N (-0.942, 4.012, -0.556)
C (-1.536, 4.856, -1.659)
O (-0.809, 5.930, -2.077)
F (-2.860, 4.687, -2.298)
C (1.896, 2.189, -1.477)
N (1.803, 3.642, -1.915)
C (1.213, 3.769, -3.334)
O (1.598, 4.805, -4.132)
F (0.174, 2.888, -3.910)
C (3.150, 4.311, -2.050)
O (4.176, 3.931, -2.811)
F (3.352, 5.583, -1.261)
O (3.193, 1.793, -0.911)
S (3.441, 2.240, 0.692)
O (4.364, 3.499, 0.818)
O (4.210, 1.086, 1.428)
H (2.706, 5.351, 5.467)
H (1.882, 4.786, 0.677)
H (0.315, 4.473, 1.715)
H (2.015, 2.319, 2.721)
H (1.107, 0.536, 1.332)
H (-1.097, 2.834, 1.930)
H (-1.569, 1.030, 1.277)
H (0.625, 0.850, 3.646)
H (-0.853, -0.281, -0.701)
H (-0.123, 0.335, -2.401)
H (2.490, -0.739, -2.800)
H (2.380, -2.408, -0.143)
H (-1.652, 4.081, 0.234)
H (1.860, 1.592, -2.516)
C (-6.700, 2.379, 4.195)
C (-6.012, 3.345, 3.248)
O (-5.660, 4.554, 3.900)
P (-4.451, 4.473, 5.030)
O (-3.307, 4.470, 3.987)
O (-4.282, 6.105, 5.318)
C (-3.071, 6.800, 5.062)
C (-3.114, 7.442, 3.687)
O (-5.729, 4.478, 6.196)
C (-6.240, 5.642, 6.832)
C (-7.109, 6.486, 5.915)
H (-6.012, 2.042, 4.978)
H (-7.060, 1.497, 3.657)
H (-7.548, 2.859, 4.695)
H (-5.122, 2.887, 2.806)
H (-6.694, 3.602, 2.432)
H (-2.201, 6.147, 5.185)
H (-2.980, 7.586, 5.818)
H (-3.345, 6.716, 2.901)
H (-2.160, 7.922, 3.450)
H (-3.904, 8.199, 3.647)
H (-5.433, 6.223, 7.290)
H (-6.861, 5.292, 7.663)
H (-6.567, 6.848, 5.041)
H (-7.498, 7.355, 6.453)
H (-7.953, 5.899, 5.539)
C (-0.766, -4.793, -8.027)
C (0.069, -4.506, -6.792)
O (1.227, -3.750, -7.109)
P (0.992, -2.176, -7.572)
O (0.799, -1.650, -6.129)
O (2.587, -1.697, -7.612)
C (3.090, -0.665, -6.776)
C (3.705, -1.258, -5.521)
O (1.208, -2.764, -9.185)
C (2.447, -2.779, -9.880)
C (3.391, -3.863, -9.388)
H (-1.184, -3.868, -8.439)
H (-1.595, -5.464, -7.787)
H (-0.156, -5.250, -8.813)
H (-0.523, -3.982, -6.036)
H (0.407, -5.450, -6.354)
H (2.320, 0.078, -6.548)
H (3.870, -0.142, -7.340)
H (3.004, -1.910, -4.990)
H (4.034, -0.470, -4.838)
H (4.568, -1.879, -5.779)
H (2.912, -1.788, -9.872)
H (2.210, -2.986, -10.929)
H (3.652, -3.744, -8.336)
H (4.319, -3.852, -9.967)
H (2.927, -4.850, -9.487)
C (3.679, -8.605, 1.427)
C (2.461, -7.870, 0.897)
O (1.767, -7.195, 1.934)
P (2.521, -5.886, 2.615)
O (2.151, -4.919, 1.464)
O (1.263, -5.353, 3.567)
C (0.674, -4.072, 3.399)
C (-0.553, -4.169, 2.510)
O (2.935, -6.968, 3.900)
C (2.173, -7.141, 5.087)
C (0.898, -7.937, 4.864)
H (4.428, -7.900, 1.803)
H (4.143, -9.206, 0.639)
H (3.406, -9.262, 2.259)
H (2.746, -7.159, 0.116)
H (1.766, -8.589, 0.454)
H (1.400, -3.344, 3.023)
H (0.368, -3.722, 4.390)
H (-0.328, -4.646, 1.551)
H (-0.974, -3.179, 2.317)
H (-1.319, -4.787, 2.989)
H (1.982, -6.178, 5.573)
H (2.807, -7.703, 5.782)
H (0.224, -7.455, 4.156)
H (0.359, -8.065, 5.807)
H (1.130, -8.925, 4.455)

Properties
Net charge: 0
SMILES: C#CC[C@H]1[C@@H](CC=O)[C@@](CB(O)O)(C(=O)NC(=O)F)[C@@H](N(C(=O)F)C(=O)F)OS1(=O)=O.CCOP(=O)(OCC)OCC.CCOP(=O)(OCC)OCC.CCOP(=O)(OCC)OCC
Gap between HOMO and LUMO in eV: 7.59
E in Ha: -4765.4823
Relative energy (zero: lowest compared OMol25 entry of this formula, charge and spin) in kcal per mole: 448.2

Mulliken population analysis, charges in e, atoms 1 to 5: -0.67 -0.33 0.49 -0.40 -1.19


The lowest E belongs to which entry?
C32H58Ge3N4O2S3Si3Y


Which of these has the lowest E?
C32H58Ge3N4O2S3Si3Y


The highest E belongs to which entry?
C32H58FINO7